Record 1
The ion C5H10N3 with charge +1 in a non-equilibrium geometry, computed with wB97M-V/def2-TZVPD.

CARTESIAN COORDINATES (ANGSTROEM)
H -1.8785 2.4452 1.1131
H 1.8241 0.9543 -3.2879
C -0.6968 -0.0604 0.4773
C 1.9682 0.4242 -2.3678
H 0.5057 1.4582 1.2514
C -1.3031 1.9366 1.8030
H 2.1033 -1.2387 -0.0655
H -1.3086 -2.3322 -1.0239
H -1.7981 -0.2007 0.2843
C -0.1759 -2.1137 -0.8321
N 1.5272 -0.4151 0.0065
N -0.3724 1.0352 1.0648
H 0.2731 -3.0576 -0.2789
N 0.0534 -0.9439 -0.0949
C 1.7269 0.1840 -1.2331
H 0.2992 -2.0852 -1.8303
H -0.7145 2.5174 2.5156
H -2.0331 1.4924 2.4984

The frontier orbital gap is 10.7 eV. As for the energy above the lowest of the compared OMol25 structures with the same formula, charge and spin: 120.7 kcal per mole. Its charge is +1. The HOMO energy is -13.95 eV. The SMILES is C#CN/[N+](C)=C\NC. For the total energy, the calculation gives -360.38268 Eh.

Record 2
The ion C5H10N3 with charge +1 in a non-equilibrium geometry, computed with wB97M-V/def2-TZVPD.

CARTESIAN COORDINATES (ANGSTROEM)
C -1.4006 -0.3674 -0.3068
H -0.3083 -0.1100 1.5537
H -0.7534 1.3831 0.7923
H 1.4850 -1.5062 -0.2215
H -1.8003 0.2218 -1.1130
H -2.3593 -1.6147 1.0838
C 2.9748 -0.0267 -0.6606
H -1.0097 -1.2593 -0.7818
N 1.7927 -0.5473 -0.2243
C 0.9326 0.5081 -0.0298
N -2.6171 -0.8124 0.5040
H -2.8973 -0.1044 1.1865
H -3.3946 -1.0581 -0.1068
H 3.8421 -0.6184 -0.8923
H 1.3546 2.6536 -0.3038
C 1.6594 1.6199 -0.3407
N 2.9265 1.2712 -0.7062
C -0.4269 0.3673 0.5673

The frontier orbital gap is 8.1 eV. As for the energy above the lowest of the compared OMol25 structures with the same formula, charge and spin: 25.4 kcal per mole. Its charge is +1. The HOMO energy is -12.10 eV. The SMILES is [NH3+]CCc1cnc[nH]1. For the total energy, the calculation gives -360.53455 Eh.

Record 3
A cluster of 2 separate species, C5H10N3O in total in a non-equilibrium geometry, computed with wB97M-V/def2-TZVPD.

CARTESIAN COORDINATES (ANGSTROEM)
H -0.1644 -0.9440 -1.5937
C 3.5667 0.4629 0.1571
H -1.7555 -1.1833 -1.5573
H -1.0477 0.4623 -2.1310
N 2.2741 0.1813 0.5277
O 1.6884 -1.2452 -0.9724
N 4.5780 0.7639 -0.2597
N 1.3431 -0.4683 -0.1195
H -0.2879 2.2093 0.1250
C -1.1219 1.4499 0.3306
H -0.8501 -2.0128 0.7831
C -1.0646 -0.3505 -1.3916
H -2.4534 -1.3485 0.5243
H -1.2311 -0.8582 2.0437
C -1.4182 -1.0619 0.9217
H 2.0375 0.5942 1.4207
C -0.9363 0.0352 -0.0312
H -1.2356 1.4536 1.3857
H -1.9209 1.8600 -0.1633

The frontier orbital gap is 9.6 eV. As for the energy above the lowest of the compared OMol25 structures with the same formula, charge and spin: 147.5 kcal per mole. Its charge is +1. The HOMO energy is -15.32 eV. For the total energy, the calculation gives -435.56712 Eh.

Record 4
The ion C5H10N3O with charge +1 in a non-equilibrium geometry, computed with wB97M-V/def2-TZVPD.

CARTESIAN COORDINATES (ANGSTROEM)
H 1.4838 0.8587 -0.7125
H -0.2040 1.9017 0.8741
C 0.6625 -0.9575 -0.8257
C -0.5072 -0.2292 1.3877
H -2.4008 0.2877 2.3536
N 0.4991 0.5181 -0.6531
C -1.2380 0.1433 2.6034
N -0.3924 -1.3741 0.8674
H 1.9504 -2.6713 -0.7526
H -1.2515 0.2731 -1.8504
H -0.7316 1.0353 3.1348
N 0.1551 0.8931 0.7084
H -0.0124 1.1585 -2.5604
H -0.8892 2.1002 -1.2719
H -1.4004 -0.7171 3.3828
H 2.4835 -1.0302 -1.6989
C -0.4761 1.0646 -1.6177
O 0.5081 -1.5119 -2.0161
C 1.7610 -1.7430 -1.3530

The frontier orbital gap is 10.7 eV. As for the energy above the lowest of the compared OMol25 structures with the same formula, charge and spin: 148.3 kcal per mole. Its charge is +1. The HOMO energy is -14.09 eV. For the total energy, the calculation gives -435.56584 Eh.

Record 5
A structure of composition C5H10N3O in a non-equilibrium geometry, computed with wB97M-V/def2-TZVPD.

CARTESIAN COORDINATES (ANGSTROEM)
H 1.4354 1.8182 0.0083
C 1.6047 0.7368 0.0201
H 0.9206 0.5526 -2.2119
N -0.9715 -2.1109 -0.7609
C 0.9572 -0.0018 -1.2337
C -0.2312 -0.1414 -0.3371
H -1.7641 1.4072 -0.5388
H -2.7044 -2.1207 0.3486
H 0.7268 -0.7830 1.6387
C 0.5365 0.0899 0.9500
N -1.3036 0.6608 -0.0265
H -0.4715 1.8163 1.7345
C -0.7531 0.8109 1.3681
O -2.7480 -3.3307 -1.0971
N -2.1281 -2.5316 -0.4560
H 2.5171 0.4039 0.2208
H 1.6153 -0.8477 -1.3331
H -1.2908 0.3244 2.0383
H -0.4705 -2.3418 -1.6114

The frontier orbital gap (alpha / beta) is 8.1 / 7.8 eV. As for the energy above the lowest of the compared OMol25 structures with the same formula, charge and spin: 136.5 kcal per mole. As for the expectation value of S²: 2.007. Its charge is +1. The HOMO energy (alpha / beta) is -11.69 / -14.64 eV. As for the spin multiplicity: 3. For the total energy, the calculation gives -435.43675 Eh.

Record 6
A cluster of 2 separate species, C5H10N3O3 in total in a non-equilibrium geometry, computed with wB97M-V/def2-TZVPD.

CARTESIAN COORDINATES (ANGSTROEM)
C -0.0226 -1.1762 0.4130
H -1.6100 -0.3819 -0.9552
H -2.5277 1.1350 0.3899
N 4.8074 0.2843 0.4163
O 5.6648 -0.6293 0.4389
H 2.1787 2.3740 0.0836
C -1.4133 -0.5893 0.0489
O -0.4519 2.8944 0.4122
C 0.8690 -0.3986 -0.5857
C 0.7562 1.0572 -0.3487
H 2.8240 1.0865 -0.7728
H 1.8297 -0.7503 -0.2863
N -0.3621 1.6051 0.1273
H -0.0374 -2.2937 0.3349
N 1.9187 1.6836 -0.5893
H 0.1360 -1.0311 1.4037
O 4.0050 0.2105 -0.6479
C -1.4965 0.8063 0.6348
H -1.2725 0.6659 1.6324
H 0.7658 -0.5017 -1.6924
H -2.3259 -1.1091 0.4657

The frontier orbital gap is 7.2 eV. As for the energy above the lowest of the compared OMol25 structures with the same formula, charge and spin: 34.7 kcal per mole. Its charge is -1. The HOMO energy is -3.84 eV. For the total energy, the calculation gives -586.38289 Eh.

Record 7
The ion C5H10N3O3 with charge +1, computed with wB97M-V/def2-TZVPD.

CARTESIAN COORDINATES (ANGSTROEM)
O -3.0400 0.6021 2.3343
H -0.7722 1.1722 -0.6673
H -3.2417 1.0991 -2.3082
C 1.3615 -0.2530 1.0919
O 1.6929 0.5384 2.1439
C -2.1820 0.4092 1.5263
C 0.0581 -0.4556 0.8554
H 3.0597 -1.5224 0.9303
H -3.5685 0.4347 -0.0134
N -2.5621 0.5370 0.1108
H 2.0526 -1.4581 -0.5273
H 2.6524 0.5742 2.2517
N -0.9022 0.1052 1.7419
H -0.5789 0.2061 2.6991
H -1.6535 1.5946 -2.7841
C -1.8218 0.9826 -0.8644
N -2.2693 1.2459 -2.0641
H 3.1067 -0.0995 -0.1183
H -0.5209 -2.1181 0.0396
C 2.4572 -0.8719 0.2917
O -0.4376 -1.1840 -0.1973

The frontier orbital gap is 8.5 eV. As for the energy above the lowest of the compared OMol25 structures with the same formula, charge and spin: 0.0 kcal per mole. Its charge is +1. The HOMO energy is -12.02 eV. The SMILES is C/C(O)=C(\O)NC(=O)NC=[NH2+]. For the total energy, the calculation gives -586.28889 Eh.

Record 8
The ion C5H10N3O3 with charge +1 in a non-equilibrium geometry, computed with wB97M-V/def2-TZVPD.

CARTESIAN COORDINATES (ANGSTROEM)
C -1.6967 1.6448 -0.8070
O 2.1510 1.4743 1.0282
H -2.2156 0.8318 -1.4753
C 0.2548 -2.1383 0.7973
C 0.4138 0.3946 -0.1108
H -2.4371 1.7219 -0.0466
C -0.2590 1.6993 -0.3640
H -0.6732 -2.8680 0.9466
H -1.1562 -0.5472 1.7495
H 0.6327 -0.5670 2.3458
H 0.3861 2.0916 -1.1340
N 0.3648 -0.6010 -1.0622
O 0.4751 -0.3527 -2.2474
O 2.4326 -0.5117 0.2334
H 0.2854 -2.5890 -1.2799
H 1.1313 -2.5641 1.0068
H -0.0948 2.3891 0.5466
C -0.0666 -0.8516 1.5261
N 0.1712 -1.7721 -0.6377
H -1.9389 2.6031 -1.4426
N 1.8393 0.5121 0.4272

The frontier orbital gap is 8.9 eV. As for the energy above the lowest of the compared OMol25 structures with the same formula, charge and spin: 217.7 kcal per mole. Its charge is +1. The HOMO energy is -14.96 eV. For the total energy, the calculation gives -585.94191 Eh.

Record 9
The ion C5H10N3O3S with charge -1 in a non-equilibrium geometry, computed with wB97M-V/def2-TZVPD.

CARTESIAN COORDINATES (ANGSTROEM)
O 2.9529 0.3918 -1.2816
H -2.0506 1.5674 2.0116
O 3.2829 0.8436 1.1200
H -1.1106 0.0772 2.4662
N -1.2307 -0.8111 0.3969
H 1.3522 1.2626 -1.7186
C 0.2748 1.2691 -1.4765
O 3.4304 -1.4637 0.1498
C 1.0809 -0.2752 0.2943
H -0.3044 0.4801 -2.0123
C -1.1419 0.9898 1.8402
H -2.9943 -1.6576 -0.3143
S 2.8751 -0.1175 0.0929
H -0.2601 2.1353 -1.8179
N -1.1383 0.6026 0.4756
C -1.9888 -1.3700 -0.7011
H -1.5538 -2.2704 -1.0388
C 0.2307 -1.2804 0.4469
H 0.3684 -2.3692 0.6266
H -2.1072 -0.6782 -1.6359
N 0.1077 1.1094 -0.0488
H -0.0756 1.5642 2.1250

The frontier orbital gap is 8.8 eV. As for the energy above the lowest of the compared OMol25 structures with the same formula, charge and spin: 17.7 kcal per mole. Its charge is -1. The HOMO energy is -5.33 eV. The SMILES is CN1C=C(S(=O)(=O)[O-])N(C)N1C. For the total energy, the calculation gives -984.60623 Eh.

Record 10
An isolated molecule of C5H10N3OP in a non-equilibrium geometry, computed with wB97M-V/def2-TZVPD.

CARTESIAN COORDINATES (ANGSTROEM)
H 3.5598 0.4401 0.4406
C 0.4220 0.9097 -0.0927
H -1.0939 -1.5528 1.0924
C 1.8770 -0.8102 0.4544
N -1.4838 -0.3050 -0.6003
C 0.6070 -0.5382 0.2974
H -3.5118 -0.7782 0.4240
C -0.6104 0.6927 -1.2002
N 2.5781 0.4288 0.4284
H -0.2804 0.1787 -2.0522
H 2.3729 -1.8056 0.8366
H 1.8624 0.9731 -1.4778
P -2.7322 0.5018 0.3487
H -1.2720 1.5403 -1.5302
H -0.6064 -2.2699 -0.3893
H 0.7339 2.2574 1.1279
N 1.8165 1.3910 -0.4748
H -2.3768 0.5679 1.7154
O -0.0677 1.7955 0.8447
C -0.7428 -1.3162 0.1092

The frontier orbital gap is 9.1 eV. As for the energy above the lowest of the compared OMol25 structures with the same formula, charge and spin: 8.6 kcal per mole. Its charge is 0. The HOMO energy is -8.37 eV. The SMILES is O[C@]12CN(P)CC1=CNN2. For the total energy, the calculation gives -777.24697 Eh.

Record 11
An isolated molecule of C5H10N4 in a non-equilibrium geometry, computed with wB97M-V/def2-TZVPD.

CARTESIAN COORDINATES (ANGSTROEM)
H 1.8195 -2.5333 0.1445
H -0.6081 -0.0845 -1.8410
C 1.7497 -1.6603 -0.4019
N -1.3606 -0.9606 1.0741
H 1.2520 0.9792 -0.7176
H 1.7528 -1.8155 -1.4848
H 1.1006 1.6026 1.8377
H -3.4046 0.7883 -0.1511
H -3.7240 -0.9334 -0.0969
C 0.4989 0.6681 -0.0421
N -1.7256 -0.3433 -0.0627
N -2.9988 -0.1789 -0.4757
C 0.5407 -0.8147 0.0183
N -0.1518 -1.3121 1.1518
C 0.1502 1.3944 1.2182
H -0.4640 0.7532 1.7807
H -0.2559 2.3695 1.0160
C -0.5977 -0.1258 -0.8266
H 2.6512 -1.0260 -0.3467

The frontier orbital gap is 9.3 eV. As for the energy above the lowest of the compared OMol25 structures with the same formula, charge and spin: 103.2 kcal per mole. Its charge is 0. The HOMO energy is -8.32 eV. The SMILES is C[C@@H]1[C@@H]2N(N)N=N[C@]12C. For the total energy, the calculation gives -415.39238 Eh.

Record 12
An isolated molecule of C5H10N4 in a non-equilibrium geometry, computed with wB97M-V/def2-TZVPD.

CARTESIAN COORDINATES (ANGSTROEM)
N 0.8583 -0.2439 0.4548
H -1.3966 1.8091 1.4409
H -2.8424 0.8905 0.9834
N -1.4746 -0.1377 -2.3523
N 1.2384 -1.3747 -1.9233
H -0.9741 -0.7274 -3.0151
H 0.6468 -2.0246 1.3078
H -1.6896 0.1983 2.1230
C -1.0680 0.2028 0.0950
H 1.2962 1.7476 -0.0373
C 0.6468 -0.6899 -1.1520
C -1.7734 0.8064 1.2170
H 2.1842 -1.7007 0.8567
C 1.7392 0.9278 0.5289
C -0.8490 -0.1165 -1.1380
H -2.4818 -0.2052 -2.3393
H 1.8663 1.2187 1.5723
H 2.7235 0.7104 0.0999
N 1.3497 -1.2912 1.2775

The frontier orbital gap (alpha / beta) is 8.0 / 8.0 eV. As for the energy above the lowest of the compared OMol25 structures with the same formula, charge and spin: 126.6 kcal per mole. Its charge is 0. The HOMO energy (alpha / beta) is -7.53 / -7.53 eV. For the total energy, the calculation gives -415.35512 Eh.